(1)
Computed, not measured: a 6-piece molecular cluster, C36H47BrN7P overall at a distorted geometry, with the ωB97M-V functional and the def2-TZVPD basis.

Structure (XYZ):
```
92
Properties=species:S:1:pos:R:3:forces:R:3:lowdin_charge:R:1
C 5.6138 -0.0005 1.6189 -0.6 -0.3 0.1 -0.13
C 4.2683 0.3211 2.2908 0.2 -0.2 -0.4 -0.42
P 3.6440 2.0286 2.0274 0.5 0.6 0.7 1.06
C 4.3418 2.6044 0.4482 -0.3 -0.2 -0.1 -0.27
N 1.9146 1.6509 1.5597 0.1 -0.4 -0.1 -0.18
C 1.2529 0.7884 2.3529 -0.7 -0.1 -0.1 -0.04
C -0.0664 0.4658 2.1080 0.2 0.3 -0.2 0.05
C -0.7335 1.0463 1.0296 -0.1 -0.2 0.3 -0.12
C -2.1536 0.6749 0.7571 0.5 0.2 -0.2 -0.11
C -3.0183 0.3116 1.7820 -0.3 0.0 -0.5 0.05
C -4.3178 -0.0529 1.4674 0.9 0.2 0.5 -0.01
N -4.7381 -0.0623 0.2011 -0.6 0.2 -0.1 -0.04
C -6.1317 -0.5079 -0.0917 0.1 -0.6 0.3 -0.07
C -6.2912 -2.0176 0.1734 0.4 0.3 -0.3 -0.22
C -5.0750 -2.8750 -0.1792 -0.3 -0.1 -0.1 -0.58
Br -4.0922 -3.4694 1.3845 0.1 0.1 0.0 0.69
C -3.9309 0.3064 -0.8053 0.6 0.1 0.2 0.03
C -2.6240 0.6834 -0.5537 -0.7 -0.3 0.0 0.06
C -0.0350 1.9497 0.2360 0.0 -0.2 0.4 0.05
C 1.2875 2.2298 0.5304 -0.5 0.1 -0.3 -0.04
H 5.5554 0.1520 0.5468 0.2 0.1 -0.1 0.07
H 5.7770 -1.0632 1.7691 0.2 -0.1 0.0 0.06
H 6.4530 0.5195 2.0634 0.1 0.2 -0.1 0.07
H 3.5472 -0.4301 1.9675 -0.1 0.0 -0.1 0.06
H 4.3773 0.1893 3.3634 -0.1 0.1 0.2 0.06
H 5.3838 2.3017 0.4189 0.2 0.0 0.1 0.04
H 3.8618 2.2002 -0.4412 0.0 -0.1 -0.1 0.05
H 4.3247 3.6876 0.4265 -0.1 0.2 0.0 0.05
H 1.7668 0.3540 3.1935 0.3 0.0 0.1 0.14
H -0.5667 -0.2498 2.7353 0.1 -0.2 0.2 0.13
H -2.6985 0.3254 2.8073 -0.1 0.0 0.2 0.13
H -4.9986 -0.3371 2.2509 -0.3 -0.1 -0.1 0.15
H -6.3573 -0.2279 -1.1095 0.0 0.0 -0.3 0.11
H -6.8127 0.0209 0.5639 0.0 0.4 0.0 0.14
H -7.1199 -2.3632 -0.4358 -0.3 0.1 0.0 0.12
H -6.5634 -2.1591 1.2123 -0.1 -0.2 0.1 0.10
H -4.3613 -2.3841 -0.8294 0.1 0.1 -0.1 0.05
H -5.3976 -3.7672 -0.6962 0.0 -0.3 0.1 0.06
H -4.3403 0.2805 -1.8000 -0.1 0.0 -0.1 0.15
H -2.0039 0.9521 -1.3895 0.1 0.0 -0.1 0.13
H -0.5337 2.4321 -0.5859 0.2 0.2 -0.2 0.13
H 1.8393 2.9274 -0.0760 0.2 0.1 0.0 0.13
N -8.5077 -0.2740 -4.6454 0.0 0.1 0.0 0.01
C -7.3900 0.1094 -3.9585 0.0 -0.1 0.1 -0.17
C -7.3303 1.4791 -3.9754 0.0 0.0 0.1 -0.12
C -8.4596 1.9408 -4.6997 -0.1 0.1 0.0 -0.10
C -9.1642 0.8360 -5.0990 0.0 0.0 0.0 -0.12
H -8.8025 -1.2213 -4.7969 0.0 0.0 0.0 0.15
H -6.7308 -0.6246 -3.5228 0.0 0.0 -0.1 0.09
H -6.5631 2.0869 -3.5227 0.0 0.0 0.0 0.08
H -8.7216 2.9656 -4.9045 0.0 0.0 0.0 0.10
H -10.0761 0.7448 -5.6642 0.0 0.0 0.0 0.12
N 8.5290 -0.5968 4.5457 0.1 -0.1 0.1 0.01
C 7.2406 -0.5233 4.9957 -0.1 0.2 -0.3 -0.17
C 7.0328 -1.5648 5.8549 -0.2 -0.3 0.0 -0.12
C 8.2404 -2.3071 5.9305 0.1 0.1 -0.1 -0.08
C 9.1502 -1.6743 5.1223 -0.1 0.0 -0.1 -0.13
H 8.9527 0.0356 3.8913 0.1 0.0 0.0 0.14
H 6.5723 0.2576 4.6708 0.1 0.1 0.1 0.09
H 6.1076 -1.7732 6.3669 0.0 0.0 0.1 0.08
H 8.4197 -3.1992 6.5054 0.0 0.0 0.0 0.10
H 10.1767 -1.9070 4.8968 0.0 0.0 0.0 0.12
N 4.1991 -2.6674 3.7764 -0.1 0.0 0.0 0.01
C 3.5250 -3.1598 2.6897 0.1 0.2 0.0 -0.16
C 2.4058 -3.8050 3.1456 -0.1 0.1 0.0 -0.11
C 2.4062 -3.7000 4.5630 -0.1 0.0 0.0 -0.10
C 3.5253 -2.9965 4.9207 0.0 0.1 -0.1 -0.13
H 5.0655 -2.1566 3.7483 0.2 -0.2 0.1 0.11
H 3.9008 -3.0159 1.6900 0.0 -0.1 0.0 0.10
H 1.6758 -4.3085 2.5340 0.0 0.0 0.0 0.09
H 1.6758 -4.1063 5.2419 0.0 0.0 0.0 0.10
H 3.8998 -2.7081 5.8875 0.0 0.0 0.0 0.10
N -9.4440 3.8116 -7.8858 0.0 0.0 0.0 -0.01
C -8.3991 4.4559 -8.4925 0.0 0.0 0.0 -0.15
C -8.8251 5.7092 -8.8396 0.0 0.0 0.0 -0.11
C -10.1801 5.8268 -8.4258 0.0 0.0 0.0 -0.11
C -10.5331 4.6411 -7.8413 0.0 0.0 0.0 -0.14
H -9.4161 2.8736 -7.5331 0.0 0.0 0.0 0.12
H -7.4485 3.9685 -8.6253 0.0 0.0 0.0 0.10
H -8.2340 6.4590 -9.3375 0.0 0.0 0.0 0.09
H -10.8211 6.6834 -8.5468 0.0 0.0 0.0 0.09
H -11.4606 4.3177 -7.4008 0.0 0.0 0.0 0.10
N 8.3418 -2.5529 0.2900 0.0 0.1 0.0 0.00
C 9.0854 -2.3686 -0.8461 -0.1 0.0 0.0 -0.14
C 10.2283 -1.7037 -0.4961 0.0 0.0 0.0 -0.10
C 10.1774 -1.4821 0.9074 0.0 0.1 0.0 -0.11
C 9.0014 -2.0145 1.3641 -0.1 0.0 0.0 -0.16
H 7.4566 -3.0213 0.3293 0.0 -0.1 0.0 0.13
H 8.7426 -2.7322 -1.7994 0.0 0.0 0.0 0.11
H 11.0196 -1.4169 -1.1675 0.0 0.0 0.0 0.10
H 10.9243 -0.9925 1.5104 0.0 0.0 0.0 0.09
H 8.5819 -2.0647 2.3553 0.0 -0.1 0.0 0.08
```
Forces are in eV/Å.

Net charge: +2
DFT total energy, eV: -127840.8704


(2)
Computed, not measured: C36H48BBeCl2CsF2N5NaO12PS2 as an isolated structure at a distorted geometry, with the ωB97M-V functional and the def2-TZVPD basis.

Structure (XYZ):
```
112
Properties=species:S:1:pos:R:3:forces:R:3:lowdin_charge:R:1
C -1.0089 -4.4568 -5.9683 -1.5 -0.9 -0.3 0.09
C -1.2916 -3.5917 -4.9567 0.9 0.6 0.9 -0.13
C -1.8634 -4.1185 -3.6620 -0.3 1.0 -0.1 -0.14
C -0.7540 -4.7938 -2.9093 -0.1 -1.0 -0.3 -0.15
C -0.7311 -6.2058 -2.8117 -0.3 0.3 -0.8 -0.49
S -1.9987 -7.2230 -3.5369 -0.2 0.0 0.2 0.83
C 0.2989 -6.8369 -2.1181 -0.2 -0.5 -0.6 -0.27
P 0.4635 -8.6014 -1.8528 0.7 -0.1 1.0 0.42
O 1.8025 -8.9446 -1.3939 0.5 0.1 -0.1 -0.26
O -0.5783 -8.9410 -0.6622 -0.4 -0.3 -0.7 -0.12
O -0.0063 -9.4469 -3.1201 -0.1 0.1 0.3 -0.15
C 1.3165 -6.0847 -1.5588 0.0 -0.1 0.2 -0.07
C 1.2897 -4.7239 -1.6617 0.7 0.9 0.6 -0.42
C 0.2647 -4.0625 -2.3045 -0.5 -0.1 -0.5 -0.21
N 0.2616 -2.6702 -2.3132 -0.2 0.0 0.5 0.13
C 0.4117 -2.0894 -1.0275 0.2 0.4 0.1 -0.18
C -0.4641 -1.1613 -0.4864 -0.4 -0.1 -0.4 -0.09
C -1.6980 -0.6874 -1.2103 0.1 0.4 -0.1 -0.16
N -1.5453 0.5891 -1.8926 -0.5 0.0 -0.2 -0.09
C -0.8075 0.4952 -3.1435 -0.1 0.2 0.0 -0.08
C -0.2222 -0.6442 0.7823 -0.3 0.6 0.4 -0.03
B -1.2776 0.3572 1.3455 0.2 -0.2 0.3 -0.46
C -2.2082 -0.0143 2.5617 0.2 0.4 0.1 0.01
O -1.4833 1.6206 0.7623 -0.8 -0.1 0.0 0.07
C 0.8799 -1.0225 1.5418 0.5 -0.3 0.2 -0.12
C 1.0983 -0.4592 2.9194 -0.2 0.8 0.1 -0.09
C 1.4272 1.0661 3.0022 -0.6 -0.5 -0.5 -0.14
C 1.9061 1.7361 1.7240 0.3 1.2 0.2 -0.17
C 1.8137 3.2599 1.8951 -0.8 -0.5 0.5 -0.21
N 0.3989 3.7393 1.7552 -0.2 0.0 -0.9 0.04
C 0.2913 4.7805 0.7593 -1.6 -0.6 -1.3 -0.66
C -0.5048 4.5182 -0.6353 -0.9 -0.6 1.6 -0.32
O 0.7709 5.8457 0.9133 0.1 1.2 1.4 -0.04
C 1.7625 -1.9581 1.0110 -0.2 -0.5 0.2 -0.15
C 2.9845 -2.4287 1.7326 1.0 0.6 -1.3 -0.09
C 4.2177 -1.8342 1.0170 -0.7 0.3 2.1 -0.34
C 4.8312 -0.7087 1.7298 -1.0 0.4 -2.8 -0.16
O 4.0493 -0.5812 0.4480 0.6 0.0 -1.6 -0.08
C 1.4915 -2.4675 -0.2529 0.5 -0.6 -0.3 -0.34
S 2.5508 -3.6981 -0.9602 0.3 -0.2 0.0 1.12
H -1.3992 -4.3119 -6.9552 0.5 0.5 -0.4 0.08
H -0.3247 -5.2832 -5.8474 -0.1 -0.3 0.4 0.12
H -1.0861 -2.3947 -5.0996 0.2 -1.0 -0.5 -0.07
H -2.6432 -4.8005 -3.9381 -0.4 -0.2 0.2 0.06
H -2.2752 -3.2978 -3.0805 -0.1 0.1 0.1 0.11
H -2.4090 -6.5173 -4.6770 0.1 0.2 0.0 -0.11
H -1.4376 -9.2179 -0.9977 -0.3 0.2 0.3 0.06
H -0.7992 -9.9427 -2.8992 -0.1 -0.2 -0.5 0.06
H 2.1073 -6.5864 -1.0315 0.2 -0.1 0.1 0.11
H -0.5270 -2.3014 -2.8156 0.0 0.2 -0.1 0.08
H -2.5258 -0.5866 -0.5013 -0.1 -0.2 0.2 0.11
H -2.0439 -1.4095 -1.9426 -0.2 -0.2 -0.1 0.11
H -1.1105 1.2439 -1.2673 0.4 0.0 0.0 0.06
H -0.4939 1.4885 -3.4290 0.3 0.2 -0.2 0.08
H -1.4444 0.1610 -3.9528 -0.2 -0.2 -0.2 0.07
H 0.0633 -0.1547 -3.0916 0.3 0.0 0.0 0.09
H -2.3677 0.8581 3.2131 0.1 0.0 0.1 0.07
H -3.1797 -0.3767 2.2425 -0.2 -0.1 -0.3 0.05
H -1.8077 -0.8075 3.1757 0.1 -0.2 0.2 0.08
H -2.2927 1.5769 0.2313 0.1 0.2 -0.3 0.09
H 1.8537 -0.9800 3.4800 0.2 -0.3 -0.1 0.10
H 0.1764 -0.6213 3.4676 -0.1 0.0 0.3 0.09
H 0.5265 1.5873 3.3286 -0.2 0.2 0.0 0.10
H 2.1539 1.2332 3.7891 0.2 0.0 0.1 0.12
H 1.3087 1.4934 0.8520 0.0 -0.4 -0.2 0.10
H 2.9555 1.5424 1.5302 0.1 -0.5 -0.2 0.11
H 2.4798 3.7925 1.2067 -0.1 0.0 0.5 0.06
H 2.0789 3.4675 2.9234 0.6 0.4 0.1 0.10
H 0.0951 4.1953 2.6047 0.3 0.0 0.2 0.09
H -0.3288 3.4555 -0.9192 -1.4 0.6 0.5 -0.04
H -1.5570 4.6841 -0.4304 -0.3 0.1 -0.1 0.08
H -0.1243 5.1773 -1.4597 -1.4 0.3 1.3 -0.08
H 3.1166 -2.0145 2.7120 -0.4 -0.6 0.6 0.08
H 3.1373 -3.4978 1.6789 -0.4 -0.3 0.4 0.11
H 4.8899 -2.5101 0.5261 0.3 -0.3 -0.3 0.13
H 5.8901 -0.5900 1.5781 0.2 0.5 0.0 -0.03
H 4.2114 0.0212 2.2123 0.6 -0.4 2.0 0.08
Cl 1.5138 7.0220 -1.3652 0.3 0.7 -1.0 -0.43
Be 6.6558 -0.7217 3.4327 -0.7 -2.0 1.3 0.16
F 5.5238 -2.4013 3.7659 1.2 2.1 -0.5 -0.63
F -2.8605 -5.5388 -5.8713 1.1 0.0 0.1 -0.46
C -6.6279 1.2441 4.2467 -0.1 -0.1 0.0 0.07
N -5.8326 0.6984 3.1131 -1.1 -0.1 0.8 -0.45
O -5.0720 -0.2072 3.3459 0.1 -0.2 -0.1 0.10
O -6.0025 1.2200 1.9993 0.0 0.0 0.0 -0.01
H -6.3645 0.6923 5.1404 0.1 0.0 0.0 0.11
H -6.3832 2.2991 4.3518 -0.1 0.0 -0.1 0.10
H -7.6779 1.1153 3.9997 0.0 0.1 -0.1 0.11
Na -4.0879 2.1695 2.1669 1.2 0.3 -0.4 0.68
C 0.2510 0.4905 -8.5988 0.1 -0.3 0.0 -0.09
C 0.7517 0.8050 -7.1763 0.1 0.3 -0.1 -0.82
O 1.1762 -0.1626 -6.4792 -0.3 0.1 -0.2 -0.13
O 0.7041 2.0033 -6.8411 0.0 -0.1 0.2 -0.07
H 0.3309 -0.5724 -8.8256 0.0 0.0 0.0 0.04
H -0.7931 0.7952 -8.6928 0.0 0.1 0.0 0.06
H 0.8419 1.0470 -9.3276 -0.1 0.1 0.0 0.06
Cs 1.8494 4.0867 -1.3768 5.4 -1.4 -2.4 1.31
Cl -1.1998 -1.5824 -6.5613 -0.5 0.3 0.4 0.40
C 1.1847 8.9943 5.2629 0.0 0.0 0.0 -0.06
C 2.1697 8.0417 5.0435 -0.1 0.1 0.0 -0.05
C 1.8463 6.6958 5.0495 0.2 0.0 -0.1 0.01
C 0.5330 6.3271 5.2721 0.0 0.2 0.0 -0.15
C -0.4611 7.2610 5.4991 -0.2 0.1 0.0 -0.01
C -0.1281 8.6040 5.4945 0.1 0.0 0.0 -0.06
N 0.1860 4.9009 5.2505 0.0 0.1 0.0 -0.35
O 1.0840 4.1084 5.0642 0.0 -0.2 0.0 0.08
O -0.9840 4.5916 5.4052 0.0 0.0 -0.1 0.05
H 1.4402 10.0451 5.2514 0.0 0.0 0.0 0.11
H 3.1902 8.3471 4.8633 0.0 0.0 0.0 0.11
H 2.6095 5.9521 4.8774 -0.1 -0.1 0.0 0.13
H -1.4804 6.9533 5.6748 0.0 -0.1 0.0 0.11
H -0.8928 9.3482 5.6671 0.0 0.0 0.0 0.11
```
Forces are in eV/Å.

Net charge: -1
DFT total energy, eV: -137599.4951


Among the records above, which one has the highest net charge?
C36H47BrN7P